The following is a DFT calculation (ωB97M-V/def2-TZVPD) of C40H54CdCl2NO9P2Te as an isolated structure.

Each line ends with the Mulliken charge.
CARTESIAN COORDINATES (ANGSTROEM)
Cd  0.0592  -1.1405  0.1871  1.14
C  -3.9287  -2.4722  -1.4004  -1.20
C  -4.7214  -2.5744  -0.2649  -0.86
C  -4.1725  -2.2572  0.9644  -0.83
C  -2.8391  -1.8414  1.0680  2.28
C  -2.0497  -1.6510  -0.0708  -1.97
C  -2.6321  -1.9906  -1.2961  1.77
C  -2.2321  -1.6987  2.4228  0.49
C  -2.7757  -2.4308  3.5209  -1.38
C  -2.2060  -2.3306  4.7459  -1.03
C  -1.0638  -1.5175  4.9236  1.19
C  -0.4132  -1.3657  6.1679  -0.79
C  0.7018  -0.5856  6.2692  -0.74
C  1.2167  0.0609  5.1258  -1.20
C  0.6110  -0.0752  3.9079  0.13
C  -0.5575  -0.8592  3.7824  -0.54
N  -1.1592  -0.9548  2.5582  0.84
H  -4.3224  -2.7624  -2.3693  0.45
H  -5.7498  -2.9095  -0.3331  0.33
H  -4.7948  -2.3282  1.8491  0.49
H  -2.0430  -1.9309  -2.2023  0.36
H  -3.6158  -3.0900  3.3606  0.46
H  -2.6006  -2.8858  5.5902  0.38
H  -0.8131  -1.8820  7.0338  0.38
H  1.1999  -0.4682  7.2239  0.38
H  2.1168  0.6536  5.2065  0.56
H  0.9976  0.4116  3.0241  0.66
C  2.9452  3.3806  -1.6643  -0.89
C  3.3696  2.3196  -2.6550  0.95
C  4.1849  2.8604  -3.8102  -1.73
O  2.1806  1.7151  -3.2312  0.51
P  1.6362  0.3613  -2.5858  -1.20
O  1.5722  0.3738  -1.1115  -0.21
C  0.0583  0.1685  -3.4233  0.26
P  -1.1336  1.4411  -2.9840  -0.95
O  -1.2514  1.7522  -1.5586  0.15
O  -2.4536  0.9257  -3.7060  -0.18
C  -3.7032  1.6242  -3.4117  0.82
C  -4.3339  1.0885  -2.1439  -1.18
C  -4.5799  1.4388  -4.6307  -1.72
O  -0.7030  2.7450  -3.8055  -0.12
C  -0.7983  2.8328  -5.2412  0.81
C  -1.7480  3.9665  -5.5742  -1.63
C  0.5906  3.0582  -5.8073  -1.08
O  2.6456  -0.7354  -3.0865  -0.21
C  3.0034  -0.9485  -4.4749  1.21
C  2.1714  -2.0729  -5.0439  -1.03
C  4.4837  -1.2722  -4.4735  -1.72
H  3.8244  3.8424  -1.2104  0.54
H  2.3407  2.9335  -0.8770  -0.17
H  2.3590  4.1519  -2.1684  0.26
H  3.9374  1.5411  -2.1357  0.08
H  3.6381  3.6581  -4.3170  0.28
H  4.4029  2.0729  -4.5330  0.39
H  5.1300  3.2654  -3.4451  0.38
H  -0.2969  -0.8202  -3.1116  -0.01
H  0.1963  0.1762  -4.5073  0.45
H  -3.4624  2.6848  -3.2823  0.30
H  -4.5983  0.0374  -2.2594  0.16
H  -5.2409  1.6599  -1.9317  0.50
H  -3.6521  1.1743  -1.3002  0.08
H  -4.8134  0.3807  -4.7591  0.36
H  -4.0834  1.7961  -5.5338  0.38
H  -5.5146  1.9874  -4.5041  0.39
H  -1.2068  1.8941  -5.6279  0.37
H  -1.3929  4.8875  -5.1091  0.33
H  -2.7538  3.7610  -5.2091  0.32
H  -1.7945  4.1163  -6.6545  0.38
H  0.9528  4.0523  -5.5366  0.31
H  0.5654  2.9830  -6.8962  0.42
H  1.2936  2.3254  -5.4147  0.03
H  2.8339  -0.0095  -5.0158  -0.14
H  2.1432  -2.8908  -4.3331  0.02
H  2.6087  -2.4202  -5.9826  0.50
H  1.1403  -1.7778  -5.2325  0.18
H  4.6545  -2.1948  -3.9173  0.36
H  5.0555  -0.4729  -3.9998  0.37
H  4.8414  -1.4044  -5.4959  0.44
C  -0.7131  4.2710  0.8759  -0.90
C  -1.9565  3.4398  1.1879  0.31
C  -1.4067  2.4303  2.1870  -0.32
O  -0.0508  2.1999  1.8039  -0.36
C  0.3745  3.2022  0.8776  1.43
H  -0.5337  5.0034  1.6683  0.28
H  -0.7721  4.7964  -0.0778  0.35
H  -2.2808  2.9236  0.2854  -0.55
H  -2.7847  4.0222  1.5940  0.57
H  -1.9311  1.4751  2.1778  -0.07
H  -1.4247  2.8331  3.2084  0.29
H  0.4713  2.7411  -0.1058  -1.38
H  1.3474  3.5822  1.2012  0.46
Te  2.2886  -2.3809  1.2066  -0.32
C  3.4988  -0.8217  1.9901  -0.47
C  3.8013  -0.7631  3.3485  -0.37
C  4.6620  0.2067  3.8508  -0.54
C  5.2319  1.1462  3.0040  -0.53
C  4.9312  1.1056  1.6484  -0.45
C  4.0779  0.1314  1.1487  0.21
H  3.3551  -1.4860  4.0189  0.45
H  4.8832  0.2287  4.9127  0.37
H  5.9031  1.9017  3.3950  0.38
H  5.3678  1.8349  0.9745  0.37
H  3.8399  0.1081  0.0921  0.07
Cl  -0.2762  -5.0847  -3.9629  -0.23
C  0.4400  -5.0980  -2.3203  -0.18
Cl  2.1895  -5.4281  -2.4153  -0.21
C  0.1954  -3.7781  -1.5305  0.07
O  -0.0663  -3.9776  -0.3393  -0.59
O  0.2812  -2.6960  -2.1587  -0.46
H  -0.0179  -5.9249  -1.7943  0.42

* total charge: -1
* gap between HOMO and LUMO: 5.95 eV
* energy: -117763.2603 eV
* HOMO energy: -3.821 eV
* 2S+1: 1
* relative energy (zero: lowest compared OMol25 entry of this formula, charge and spin): 0.0 kcal/mol

The following is a DFT calculation (ωB97M-V/def2-TZVPD) of C40H54CsN7O4SSi3 as an isolated structure at a distorted geometry.

Each line ends with the Mulliken charge.
CARTESIAN COORDINATES (ANGSTROEM)
Cs  -0.4566  0.4496  0.6884  1.45
C  1.3879  4.5794  2.3310  -1.11
C  0.3296  3.4755  2.2655  0.43
O  0.3636  2.7175  1.2567  -0.25
C  -0.5595  3.3959  3.3437  -1.14
C  -1.6030  2.4138  3.5542  0.41
C  -2.3924  2.5219  4.8416  -1.18
N  -1.8603  1.4754  2.6989  0.24
N  -2.9235  0.6166  3.0653  -0.61
C  -2.9559  -0.5317  2.4389  0.04
O  -2.1428  -1.0744  1.6100  -0.89
C  -4.2010  -1.3366  2.7909  -0.14
C  -4.4707  -2.4849  2.0548  0.30
C  -5.5954  -3.2623  2.3138  -0.54
C  -6.4679  -2.9066  3.3331  -0.37
C  -6.2001  -1.7640  4.0842  -0.66
C  -5.0828  -0.9872  3.8145  -0.19
H  1.8849  4.6559  1.3647  -0.03
H  2.1407  4.3411  3.0876  0.26
H  0.9443  5.5437  2.5933  0.39
H  -0.4366  4.1369  4.1263  0.09
H  -2.0503  3.3738  5.4317  0.33
H  -2.2963  1.6086  5.4314  0.26
H  -3.4567  2.6275  4.6222  0.24
H  -3.7656  -2.7441  1.2775  0.12
H  -5.7889  -4.1497  1.7191  0.35
H  -7.3442  -3.5093  3.5444  0.35
H  -6.8716  -1.4762  4.8863  0.36
H  -4.8643  -0.0897  4.3792  0.44
N  1.0721  -5.0308  0.6279  -0.08
C  2.0613  -5.3982  1.5500  0.18
C  2.2966  -6.7335  1.8324  -0.71
C  3.2859  -7.1006  2.7406  -0.57
C  4.0257  -6.1268  3.3837  -0.60
C  3.7751  -4.7833  3.1104  -0.61
C  2.8158  -4.4112  2.1848  0.66
S  2.5698  -2.7068  1.7893  -0.08
N  1.0832  -2.6945  0.9900  0.06
C  0.5551  -3.7440  0.5324  0.05
C  -0.7811  -3.6468  -0.1601  0.38
C  -1.7374  -4.6399  0.0016  -0.69
C  -2.9684  -4.4742  -0.6196  -0.72
C  -3.1945  -3.3284  -1.3563  -0.70
C  -2.1727  -2.3907  -1.4493  -0.07
N  -0.9869  -2.5540  -0.8774  0.27
H  0.5464  -5.7670  0.1939  0.24
H  1.7056  -7.4928  1.3316  0.34
H  3.4659  -8.1495  2.9396  0.35
H  4.7916  -6.3992  4.0981  0.36
H  4.3453  -4.0111  3.6145  0.38
H  -1.5557  -5.4946  0.6413  0.46
H  -3.7467  -5.2170  -0.4935  0.38
H  -4.1485  -3.1360  -1.8291  0.43
H  -2.3217  -1.4616  -1.9897  0.22
C  2.5793  -2.5530  -2.3979  -0.88
O  2.2875  -1.2265  -2.0777  0.10
Si  3.4097  0.0337  -2.2479  -0.26
C  4.3765  -0.4557  -3.8103  -1.36
C  4.6592  -0.2470  -0.8658  -1.05
C  2.6395  1.6117  -2.2936  1.57
Si  3.5230  3.0483  -1.6965  0.09
C  4.1631  2.9514  0.0790  -1.01
C  5.0734  3.4683  -2.7180  -1.24
C  2.5201  4.6519  -1.7215  -0.95
Si  1.2231  1.8562  -3.3413  -0.71
C  0.2857  0.2914  -3.8348  -0.70
C  -0.1351  2.9797  -2.6140  0.22
C  1.6180  2.6898  -5.0088  -1.15
H  2.9997  -2.6607  -3.4063  0.37
H  1.6529  -3.1319  -2.3582  0.08
H  3.2936  -3.0040  -1.6914  0.17
H  4.9882  -1.3578  -3.6877  0.33
H  5.0374  0.3768  -4.0735  0.33
H  3.6992  -0.6153  -4.6581  0.30
H  4.8939  -1.3164  -0.8116  0.32
H  4.2659  0.0642  0.1039  0.22
H  5.5941  0.2936  -1.0472  0.30
H  5.0283  2.2907  0.1701  0.36
H  3.3718  2.5790  0.7369  0.19
H  4.4589  3.9470  0.4302  0.37
H  5.8058  2.6560  -2.6314  0.26
H  5.5593  4.3985  -2.3977  0.30
H  4.8075  3.5578  -3.7773  0.31
H  1.5813  4.5166  -1.1813  0.16
H  2.2848  4.9780  -2.7408  0.29
H  3.0810  5.4542  -1.2300  0.41
H  -0.1208  -0.2001  -2.9450  0.02
H  0.9233  -0.4434  -4.3341  0.35
H  -0.5362  0.5569  -4.5117  0.29
H  -0.0635  3.0274  -1.5237  0.02
H  -1.1271  2.5962  -2.8670  -0.57
H  -0.0608  4.0077  -2.9902  0.42
H  2.3658  2.0958  -5.5453  0.34
H  2.0527  3.6807  -4.8307  0.27
H  0.7405  2.8124  -5.6586  0.13
N  -1.9108  3.5921  -5.6284  -0.46
C  -2.6809  2.4770  -5.4271  -0.06
O  -2.8775  1.6465  -6.2907  -0.66
C  -3.2505  2.3437  -4.0422  0.29
C  -3.5788  3.4334  -3.2568  0.33
C  -4.0182  3.2187  -1.9630  -0.65
C  -4.0690  1.9144  -1.4948  -0.33
N  -3.7535  0.8585  -2.2420  -0.48
C  -3.3789  1.0733  -3.5011  -0.09
H  -1.3633  3.5458  -6.4741  0.34
H  -1.4195  3.9566  -4.8251  0.23
H  -3.4898  4.4420  -3.6421  0.44
H  -4.2680  4.0426  -1.3092  0.39
H  -4.3279  1.7101  -0.4612  0.37
H  -3.0936  0.2121  -4.0939  0.46

* total charge: -2
* gap between HOMO and LUMO: 4.56 eV
* energy: -95997.6583 eV
* HOMO energy: -1.044 eV
* 2S+1: 1
* relative energy (zero: lowest compared OMol25 entry of this formula, charge and spin): 31.3 kcal/mol